Record 1
Entry from the OMol25 dataset: C35H33ClMnN4O2S3Si as an isolated structure (ωB97M-V with the def2-TZVPD basis set).

XYZ file:
```
80
Properties=species:S:1:pos:R:3:forces:R:3
Mn 0.46195 0.76435 0.41405 -0.2 0.1 -0.3
C -2.54094 -1.04088 1.65933 0.2 0.0 0.0
Si -0.72693 -0.68493 2.10656 0.0 -0.2 0.4
C -0.69585 0.09759 3.82769 -0.2 0.0 -0.1
C -0.02133 -2.44291 2.32365 -0.1 0.1 -0.1
H -3.00200 -1.55995 2.50204 -0.1 0.0 0.1
H -2.61036 -1.70348 0.79470 0.0 -0.1 -0.1
H -3.11143 -0.13846 1.45166 0.0 0.1 0.0
H -1.14790 -0.59298 4.54356 0.0 -0.1 0.1
H -1.26103 1.02956 3.84692 -0.1 0.0 0.0
H 0.32150 0.30285 4.15552 0.0 0.0 0.0
H -0.70019 -3.01740 2.95876 0.0 0.0 0.1
H 0.96055 -2.43985 2.79326 0.0 0.0 0.1
H 0.07017 -2.96796 1.37176 0.0 0.0 -0.1
N -3.70787 -2.32269 -4.87955 0.1 -0.2 0.0
C -4.09222 -3.30493 -5.76600 0.0 0.0 0.0
C -5.11111 -3.37515 -6.70872 0.0 0.0 0.0
C -5.20217 -4.54587 -7.43538 0.0 0.0 0.0
C -4.31166 -5.61102 -7.23038 0.0 0.0 0.0
C -3.30394 -5.53384 -6.29166 0.0 0.0 0.0
C -3.19396 -4.35982 -5.54835 0.0 0.0 0.0
N -2.28952 -4.02234 -4.55838 -0.1 0.2 0.0
C -2.62597 -2.81327 -4.19112 0.1 -0.1 0.0
C -1.93240 -2.03735 -3.15621 0.1 0.0 0.1
C -0.79416 -2.56948 -2.55451 -0.1 0.2 0.0
C -0.15152 -1.82831 -1.58118 0.0 0.0 0.1
N -0.56667 -0.62048 -1.19295 0.0 0.1 0.1
C -1.65574 -0.10776 -1.76971 0.1 -0.1 0.0
C -2.36819 -0.77922 -2.74696 0.1 -0.1 0.0
H -4.12016 -1.41428 -4.77134 0.0 0.0 0.0
H -5.80028 -2.55720 -6.87027 0.0 0.0 0.0
H -5.97921 -4.64665 -8.18142 0.0 0.0 0.0
H -4.42193 -6.50887 -7.82282 0.0 0.0 0.0
H -2.61445 -6.34929 -6.12753 0.0 0.0 0.0
H -0.42723 -3.54244 -2.84222 0.0 0.0 0.0
H 0.72946 -2.21366 -1.08069 0.0 0.0 0.0
H -1.95764 0.87910 -1.43669 0.0 0.0 0.0
H -3.24651 -0.30177 -3.15897 0.0 0.0 0.0
Cl 2.87305 2.68511 1.24491 0.1 0.1 -0.1
C 2.06398 3.86742 0.24028 -0.1 -0.1 0.0
C 2.10593 5.19406 0.62406 -0.1 0.0 0.0
C 1.36526 6.13182 -0.08069 0.0 0.0 0.0
C 0.59040 5.70816 -1.15303 0.0 0.1 0.1
C 0.57797 4.37894 -1.52897 0.0 -0.1 0.0
C 1.32475 3.39885 -0.85619 0.0 0.1 0.1
C 1.26793 1.97935 -1.20959 0.2 -0.2 0.0
H 2.68594 5.47375 1.49185 0.0 0.0 0.0
H 1.37552 7.17029 0.22130 0.0 0.0 0.0
H -0.01398 6.42235 -1.69745 0.0 0.0 0.0
H -0.03770 4.06410 -2.36392 0.0 0.0 0.0
H 2.27638 1.56012 -1.30110 0.0 0.0 0.0
H 0.73251 1.84117 -2.15536 0.0 0.0 0.1
S -1.45772 2.13154 0.80035 0.0 -0.1 0.1
C -1.01274 3.45000 1.87769 0.0 0.1 -0.1
C -0.03945 3.33826 2.86517 0.2 -0.3 0.1
C 0.24332 4.40120 3.70496 0.1 0.1 0.1
C -0.44132 5.60105 3.58405 0.0 0.0 0.0
C -1.41967 5.71937 2.60536 0.0 0.0 0.1
C -1.70113 4.65954 1.76396 0.0 0.0 -0.1
H 0.50727 2.40826 2.98587 0.0 0.1 0.0
H 1.01250 4.28342 4.45764 0.0 0.0 0.0
H -0.21471 6.43274 4.23764 0.0 0.0 0.0
H -1.96540 6.64676 2.49099 0.0 0.1 0.0
H -2.45714 4.76308 0.99751 0.0 0.0 -0.1
O 2.63429 -0.88476 5.45323 0.0 0.0 0.0
S 3.44144 -0.28602 4.42764 0.0 0.0 -0.1
O 4.18110 0.90374 4.74074 0.0 0.0 0.1
N 2.54418 -0.05428 3.06566 0.0 0.2 0.1
C 2.97226 -0.78399 2.08380 0.0 -0.2 -0.1
S 2.31638 -0.81509 0.52570 0.1 0.1 -0.3
C 4.13758 -1.67333 2.40439 0.0 0.0 0.1
C 4.79834 -2.58752 1.60189 0.0 0.0 0.0
C 5.84497 -3.30920 2.15855 0.0 0.0 0.0
C 6.22075 -3.12245 3.48675 0.0 0.0 0.0
C 5.55383 -2.20644 4.29188 0.0 0.0 -0.1
C 4.51771 -1.50057 3.71808 0.1 -0.1 0.1
H 4.49602 -2.72602 0.57326 0.0 0.0 0.0
H 6.37713 -4.03190 1.55336 0.0 0.0 0.0
H 7.04001 -3.69854 3.89605 0.0 0.0 0.0
H 5.83108 -2.05332 5.32529 0.0 0.0 0.0
```
Positions in Å, forces in eV/Å.

LUMO (spin up / spin down) in eV: 1.5 / 1.5
Charge: -1
Spin multiplicity: 5
<S²>: 6.287
F_max in eV/Å: 0.393


Record 2
Entry from the OMol25 dataset: C35H33N8O7PS2Sr as an isolated structure (ωB97M-V with the def2-TZVPD basis set).

XYZ file:
```
87
Properties=species:S:1:pos:R:3:forces:R:3
Sr -0.27934 0.11259 -1.60652 0.0 0.3 0.1
C 1.66971 -2.27208 0.40711 0.1 0.0 0.0
C 0.20901 -2.35836 0.85917 -0.1 0.0 0.0
N -0.74564 -2.26270 -0.22951 0.0 -0.1 0.0
C -0.90059 -3.42757 -1.08604 -0.1 0.0 0.0
C 0.19144 -3.52456 -2.15384 0.1 0.0 -0.1
N 0.38460 -2.24512 -2.82426 0.0 0.0 -0.1
C 1.75810 -1.83064 -3.09376 0.0 0.0 0.0
C 2.62655 -1.71530 -1.81897 -0.1 0.0 -0.1
N 1.90500 -1.26613 -0.62708 0.0 -0.2 0.0
H 1.98565 -3.24402 0.02328 0.0 0.0 0.0
H 2.29017 -2.08531 1.29422 -0.1 0.0 -0.1
H 0.00661 -1.51986 1.52345 0.0 0.0 0.0
H 0.08434 -3.28211 1.45173 0.0 0.0 0.0
H -1.64857 -1.95210 0.10460 -0.1 0.0 0.0
H -1.87124 -3.33309 -1.57673 0.0 0.0 0.0
H -0.91546 -4.36740 -0.50816 0.0 0.0 0.0
H -0.08213 -4.31753 -2.86123 0.0 0.0 0.0
H 1.13688 -3.83626 -1.71080 0.0 0.0 0.0
H -0.15424 -2.19382 -3.68019 0.0 0.1 0.0
H 1.69533 -0.85777 -3.59016 0.0 0.0 0.0
H 2.27392 -2.50076 -3.79798 0.0 0.0 0.0
H 3.43105 -1.01499 -2.05215 0.0 0.0 0.0
H 3.10432 -2.68080 -1.61785 0.0 0.0 0.0
H 2.29716 -0.40582 -0.26123 0.0 0.0 0.0
N -1.66298 0.58267 0.98121 0.0 0.2 -0.1
C -1.84001 0.30974 2.32236 0.0 -0.1 0.0
C -3.05517 -0.21692 2.78047 0.0 0.0 0.0
C -3.24207 -0.49600 4.11991 0.0 0.0 0.0
C -2.22712 -0.25669 5.04007 0.0 0.0 0.0
C -1.00981 0.22495 4.58585 0.0 0.0 0.0
C -0.77866 0.49103 3.23669 0.0 -0.1 -0.1
P 0.87896 0.88211 2.55178 0.0 -0.1 -0.1
C 1.96337 0.15480 3.84511 0.0 0.1 0.1
C 1.90419 -1.22312 4.07015 0.0 0.0 0.0
C 2.76758 -1.83951 4.95995 0.0 0.0 0.0
C 3.72393 -1.08998 5.63632 0.0 0.0 0.0
C 3.79932 0.27606 5.41349 0.0 0.0 0.0
C 2.92524 0.89475 4.52658 0.0 0.0 0.1
C 1.10365 2.66347 2.84013 0.0 0.0 0.0
C 0.27136 3.43562 3.64469 0.0 0.0 0.0
C 0.50247 4.79738 3.77782 0.0 0.0 0.0
C 1.57291 5.39128 3.12052 0.0 0.0 0.1
C 2.41447 4.62274 2.33172 0.0 0.0 0.0
C 2.17302 3.26582 2.17978 0.0 0.1 0.0
H -1.17233 1.45552 0.77203 0.0 0.0 -0.1
H -2.46284 0.45219 0.36359 0.0 0.0 0.1
H -3.85133 -0.38346 2.06385 0.0 0.0 0.0
H -4.19373 -0.89468 4.45144 0.0 0.0 0.0
H -2.37590 -0.46038 6.09288 0.0 0.0 0.0
H -0.20022 0.37030 5.29201 0.0 0.0 0.0
H 1.16110 -1.81812 3.54823 0.0 0.0 0.0
H 2.69841 -2.90853 5.12245 0.0 0.0 0.0
H 4.40548 -1.57072 6.32731 0.0 0.0 0.0
H 4.54140 0.87143 5.93184 0.0 0.0 0.0
H 2.99456 1.96382 4.36357 0.0 0.0 0.0
H -0.57589 2.97758 4.14118 0.0 0.0 0.0
H -0.16778 5.40112 4.37826 0.0 0.0 0.0
H 1.73168 6.45963 3.19397 0.0 0.0 0.0
H 3.23138 5.07974 1.78803 0.0 0.0 0.0
H 2.79666 2.67824 1.51507 0.0 0.0 -0.1
O -3.92716 -2.02296 -1.93679 0.0 0.0 0.0
C -3.28306 -1.04990 -2.35465 0.0 -0.2 0.0
O -2.71042 -0.18019 -1.63065 0.0 0.1 0.0
C -3.15581 -0.91926 -3.87411 0.0 0.0 0.0
C -4.20173 -1.41108 -4.61524 0.0 0.0 0.0
C -4.18536 -1.40140 -6.01297 -0.1 0.1 -0.1
C -3.05861 -0.97775 -6.70040 0.0 0.0 0.1
C -1.98823 -0.53956 -5.96675 0.0 0.2 0.1
C -1.98022 -0.37906 -4.53026 -0.1 -0.1 0.0
O -1.00902 0.16093 -3.94718 0.0 -0.1 0.0
N -0.76616 -0.26413 -6.71528 -0.2 -0.6 -0.3
O 0.27587 -0.72321 -6.28869 0.1 0.2 0.2
O -0.87156 0.28391 -7.80238 0.1 0.2 0.1
N -5.31311 -1.89718 -6.75678 0.2 -0.3 0.0
O -6.29230 -2.29843 -6.14261 -0.1 0.1 0.0
O -5.23460 -1.94172 -7.98101 0.0 0.1 0.0
H -5.04809 -1.82909 -4.09002 0.0 0.0 0.0
H -3.01352 -1.01868 -7.77776 0.0 0.0 0.0
S -0.40434 3.03588 -0.70472 0.0 0.2 -0.2
C 1.27687 3.20918 -1.04997 0.1 -0.1 0.2
S 2.23782 1.85615 -1.53980 0.1 0.0 0.0
C 1.88852 4.45570 -0.87742 0.1 -0.1 0.0
C 1.17385 5.61537 -0.47151 -0.1 0.1 -0.1
N 0.65916 6.59976 -0.15328 0.0 0.0 0.0
C 3.29923 4.62853 -0.96363 -0.1 0.1 -0.2
N 4.43408 4.84584 -0.99356 0.0 0.0 0.1
```
Positions in Å, forces in eV/Å.

LUMO in eV: 3.7
Energy relative to the best compared isomer or geometry (same formula, charge and spin) in kJ/mol: 44.89
Charge: -2
F_max in eV/Å: 0.675


Record 3
Entry from the OMol25 dataset: C35H34ClInNOSi2 as an isolated structure in a non-equilibrium geometry (ωB97M-V with the def2-TZVPD basis set).

XYZ file:
```
75
Properties=species:S:1:pos:R:3:forces:R:3
C -0.01758 -0.58096 1.54492 0.4 0.6 0.0
C 1.27375 -0.86034 1.02861 -0.3 0.5 -0.4
C 1.97362 0.37452 0.89628 -0.5 0.0 -0.2
H 1.65925 -1.84662 0.78596 0.0 0.1 0.1
C 1.12482 1.41132 1.36433 -0.1 -0.3 -0.8
C -0.10980 0.82256 1.75651 0.2 -0.6 -0.3
H -0.93508 1.33703 2.22686 0.0 0.0 0.1
H -0.77816 -1.31105 1.79014 0.0 0.0 0.1
H 2.97880 0.51239 0.50066 -0.2 -0.1 0.3
H 1.37731 2.46488 1.41355 0.0 -0.2 0.1
In -0.53297 0.82419 -1.55242 0.5 -0.4 2.2
Si 2.98493 3.29771 -5.63320 0.7 0.5 -0.4
C 3.54033 2.38596 -7.16663 -0.1 -0.5 -0.2
C 3.13681 2.60399 -8.49947 0.2 -0.2 0.0
H 2.33087 3.31400 -8.71537 0.3 -0.3 0.0
C 3.78406 1.94047 -9.55460 -0.1 0.1 0.4
H 3.49198 2.13262 -10.58736 0.0 0.0 0.3
C 4.81934 1.03863 -9.29017 0.0 0.0 0.4
H 5.33369 0.52624 -10.10569 -0.2 0.2 0.2
C 5.20916 0.79624 -7.96743 0.0 0.0 -0.2
H 6.00840 0.08288 -7.74023 -0.3 0.3 -0.2
C 4.58142 1.47428 -6.92270 0.1 0.0 -0.4
H 4.91983 1.30645 -5.89892 -0.1 0.0 -0.3
C 3.53885 5.05736 -5.79343 -0.5 0.5 0.2
C 4.87229 5.28771 -6.16042 0.1 0.2 -0.1
H 5.51465 4.43399 -6.42545 -0.3 0.5 0.0
C 5.38441 6.58784 -6.17606 -0.3 -0.2 0.1
H 6.40807 6.76920 -6.50269 -0.2 0.0 0.1
C 4.57232 7.65396 -5.76657 -0.1 -0.2 0.0
H 4.98338 8.66445 -5.74972 -0.2 -0.3 0.0
C 3.25160 7.42286 -5.36469 0.0 -0.1 0.0
H 2.62686 8.25589 -5.03536 0.2 -0.2 -0.1
C 2.72896 6.12344 -5.38461 0.4 0.2 -0.2
H 1.69482 5.91776 -5.08664 0.4 0.3 -0.1
H 3.93139 2.93841 -4.57401 -0.1 -0.8 0.1
Si 1.36149 1.39727 -3.30491 1.1 -0.5 0.2
C 2.38812 2.67417 -2.28235 -0.8 0.4 0.3
C 3.78605 2.58238 -2.07178 -0.2 0.1 -0.1
H 4.37113 1.82315 -2.58975 -0.2 0.2 0.1
C 4.44252 3.46546 -1.20184 -0.2 -0.2 0.0
H 5.53294 3.39872 -1.07802 -0.6 -0.1 0.0
C 3.71422 4.41607 -0.47638 -0.3 -0.3 -0.3
H 4.21210 5.05069 0.25394 -0.1 -0.1 -0.2
C 2.33287 4.52026 -0.67007 -0.1 0.0 -0.1
H 1.75089 5.27215 -0.12064 0.3 -0.4 -0.2
C 1.68231 3.65795 -1.56225 0.4 0.0 0.0
H 0.59804 3.72977 -1.68216 0.2 0.1 0.1
C 2.54937 -0.00165 -3.65878 -0.2 -0.7 -0.1
C 3.15585 -0.60742 -2.54253 0.3 0.1 0.0
H 2.82110 -0.33073 -1.53561 0.3 -0.1 -0.3
C 4.18048 -1.54574 -2.70038 -0.3 0.1 -0.1
H 4.64521 -1.97708 -1.81336 -0.1 0.0 -0.3
C 4.58304 -1.92373 -3.98513 -0.2 0.2 0.1
H 5.36689 -2.66947 -4.10629 -0.1 0.2 0.0
C 3.94972 -1.37570 -5.10602 0.0 -0.1 0.1
H 4.26940 -1.67158 -6.10862 -0.2 0.1 0.3
C 2.91118 -0.45821 -4.94767 -0.1 0.3 0.3
H 2.39234 -0.07039 -5.82674 0.2 -0.1 0.2
H 1.57267 3.12316 -5.11431 0.6 0.3 -0.4
Cl -0.12512 1.29587 -4.82599 0.4 0.4 0.5
O -2.24532 1.52765 -0.13882 -0.5 0.9 -0.4
C -3.34918 0.66772 0.18983 -0.3 0.6 -0.2
C -2.95696 -0.72711 -0.16306 0.2 -1.0 0.3
C -3.63715 -1.83002 0.38399 0.3 0.9 -0.2
C -3.18029 -3.10735 0.08940 0.1 0.1 0.1
C -1.99755 -3.24987 -0.63608 0.3 0.4 -0.4
C -1.34426 -2.10807 -1.10109 -0.8 -0.4 -0.1
N -1.88067 -0.87664 -0.94708 0.4 -0.5 0.3
H -2.46334 2.46535 0.04342 0.2 -0.7 0.0
H -3.58928 0.74416 1.26341 0.2 -0.1 -0.4
H -4.22330 0.97582 -0.40338 0.1 -0.1 0.2
H -4.47961 -1.61044 1.04921 0.3 -0.4 -0.3
H -3.71119 -3.98398 0.45679 0.1 0.2 -0.1
H -1.58082 -4.22347 -0.88872 -0.1 0.2 0.3
H -0.38937 -2.16948 -1.62659 -0.3 0.0 0.1
```
Positions in Å, forces in eV/Å.

LUMO in eV: -3.9
Energy relative to the best compared isomer or geometry (same formula, charge and spin) in kJ/mol: 0.00
Charge: +1
F_max in eV/Å: 2.326


Question: The highest F_max belongs to which entry?
Answer: C35H34ClInNOSi2